Density functional theory data (wB97M-V/def2-TZVPD) for C34H84BrN5O4 as an isolated structure in a non-equilibrium geometry.

Positions of all 128 atoms, in Å:
Br1 -1.14 0.20 -3.56
O1 3.06 6.73 -3.27
O2 -0.52 4.69 -2.78
O3 -8.16 0.38 0.20
O4 -1.48 2.16 1.26
N1 -5.52 -0.21 1.64
N2 2.40 -4.97 3.67
N3 0.87 -3.40 -3.63
N4 -0.51 2.16 -1.55
N5 3.43 7.40 -0.43
C1 -6.82 -0.05 2.35
C2 -3.01 -3.18 -3.68
C3 3.08 -2.63 -3.99
C4 -4.38 -0.44 2.62
C5 1.99 -3.16 5.39
C6 4.25 7.83 -1.55
C7 1.29 -2.49 -2.38
C8 0.76 2.88 -2.05
C9 2.06 -1.68 5.61
C10 2.18 -3.53 3.92
C11 3.69 -5.49 4.32
C12 1.78 -2.93 -4.72
C13 -0.56 -3.19 -4.03
C14 0.35 3.65 -3.27
C15 4.08 -6.69 3.41
C16 4.25 7.56 0.83
C17 -5.21 1.10 0.94
C18 2.64 -5.17 2.21
C19 -4.20 -3.57 -2.82
C20 -8.09 -0.25 1.44
C21 3.16 -6.63 2.16
C22 -5.58 -1.22 0.62
C23 1.15 -5.68 4.13
C24 -0.34 1.09 -0.54
C25 1.19 -4.85 -3.33
C26 2.26 8.26 -0.28
C27 3.59 7.97 -2.92
C28 -0.25 1.51 0.90
C29 3.09 5.94 -0.48
C30 2.66 -1.85 -2.73
C31 -1.65 4.82 -3.58
C32 -1.46 2.74 2.53
C33 0.98 -0.88 4.90
C34 -1.64 -3.55 -3.04
H1 2.49 -0.83 -3.01
H2 1.06 -5.41 5.20
H3 -0.05 -1.19 5.13
H4 1.15 4.00 -3.94
H5 -1.61 -4.61 -2.76
H6 1.71 7.92 0.62
H7 1.00 3.59 -1.27
H8 1.09 -0.96 3.83
H9 1.16 0.19 5.04
H10 0.33 -5.29 3.53
H11 -5.06 -3.21 -3.37
H12 -6.76 0.95 2.77
H13 2.18 -5.02 -2.91
H14 2.39 -7.37 2.07
H15 -1.37 2.04 3.36
H16 0.03 0.63 1.49
H17 -4.17 -3.04 -1.88
H18 -2.16 5.74 -3.32
H19 4.34 8.21 -3.69
H20 -0.22 2.94 -3.90
H21 0.98 -5.45 -4.22
H22 2.01 -1.53 6.70
H23 5.14 -6.55 3.16
H24 3.77 -3.44 -3.73
H25 -0.56 3.37 2.57
H26 0.37 -1.91 -2.36
H27 1.58 2.18 -2.13
H28 4.74 8.78 -1.31
H29 -2.33 3.36 2.65
H30 1.08 -3.59 5.79
H31 1.83 -3.69 -5.48
H32 1.45 -1.93 -5.11
H33 3.08 -3.01 3.60
H34 2.59 9.30 -0.19
H35 -3.15 -3.73 -4.64
H36 3.50 -4.46 2.03
H37 -1.19 0.42 -0.69
H38 4.38 -4.62 4.18
H39 2.45 5.66 0.35
H40 0.57 2.22 0.93
H41 2.79 -3.68 5.91
H42 3.77 -6.74 1.25
H43 3.04 -1.33 5.25
H44 -4.59 -1.61 0.43
H45 2.61 5.85 -1.44
H46 -3.06 -2.11 -3.92
H47 -0.57 -2.17 -4.41
H48 -2.31 3.93 -3.58
H49 5.06 7.06 -1.67
H50 3.26 -2.01 -1.83
H51 -8.07 -1.33 1.17
H52 1.31 -3.31 3.30
H53 -3.45 -0.27 2.11
H54 -6.07 -0.88 -0.29
H55 3.70 -1.96 -4.61
H56 2.85 8.73 -2.75
H57 0.64 -5.13 -2.40
H58 -1.47 -3.01 -2.09
H59 -4.27 -4.65 -2.77
H60 3.69 -5.68 5.40
H61 -8.99 -0.07 2.05
H62 -4.41 -1.44 3.01
H63 3.99 5.36 -0.31
H64 1.22 -6.78 4.02
H65 -6.02 1.40 0.31
H66 1.77 -4.89 1.63
H67 -4.28 0.90 0.40
H68 -4.53 0.32 3.40
H69 1.30 -3.18 -1.56
H70 4.51 8.61 0.93
H71 0.55 0.54 -0.84
H72 -1.38 4.95 -4.62
H73 2.20 6.80 -3.71
H74 -6.81 -0.79 3.15
H75 1.65 8.14 -1.19
H76 -0.75 -3.79 -4.92
H77 -1.15 2.88 -1.24
H78 -4.97 1.82 1.77
H79 5.20 6.98 0.69
H80 -0.86 1.72 -2.49
H81 -6.20 -2.05 0.98
H82 3.75 7.10 1.69
H83 -8.31 1.36 0.27
H84 4.09 -7.64 3.95

LUMO energy: -8.1141 eV
E: -122267.2331 eV
Net charge: +4
Frontier orbital gap: 8.4 eV

***

Density functional theory data (wB97M-V/def2-TZVPD) for a 11-piece molecular cluster, C24H53N12O22 overall in a non-equilibrium geometry.

Positions of all 111 atoms, in Å:
O1 6.68 -5.75 -2.02
O2 -5.15 6.15 6.05
O3 6.89 -7.00 5.02
O4 2.16 -5.74 5.68
O5 -4.38 2.11 9.46
O6 4.74 -4.57 0.96
O7 -1.26 4.75 1.06
O8 -5.40 7.79 4.68
O9 -0.65 7.76 4.73
O10 -8.93 1.43 -9.76
O11 -3.74 -2.12 -2.40
O12 -4.90 1.28 7.54
O13 -2.42 1.95 -7.64
O14 6.05 -7.28 3.06
O15 -6.94 0.61 -9.61
O16 3.00 -5.46 7.64
O17 -1.81 -3.28 -2.58
O18 6.22 -7.72 -1.27
O19 2.78 -5.10 1.68
O20 -0.33 6.13 6.11
O21 -4.12 0.68 -7.22
O22 -2.49 6.22 2.03
N1 3.77 -5.29 0.99
N2 -7.90 1.21 -9.17
N3 -2.01 2.42 -3.55
N4 -1.51 2.51 -2.34
N5 2.08 -5.44 6.85
N6 -3.31 1.19 -7.98
N7 -4.81 2.20 8.33
N8 0.05 6.95 5.30
N9 -4.72 6.97 5.26
N10 -2.10 5.63 1.06
N11 6.99 -6.80 -1.50
N12 5.97 -6.98 4.23
C1 -2.37 1.36 -4.22
C2 -1.62 -1.12 -1.55
C3 -2.71 6.00 -0.25
C4 3.52 -2.54 -1.74
C5 -0.85 1.45 -0.30
C6 1.51 6.98 4.98
C7 1.53 1.76 -1.28
C8 0.74 -5.02 7.35
C9 -3.42 0.84 -9.42
C10 -7.80 1.73 -7.78
C11 2.85 0.94 -1.42
C12 -3.26 6.97 4.98
C13 -2.26 0.15 -3.57
C14 2.95 0.36 -2.83
C15 -1.39 1.38 -1.69
C16 3.77 -6.49 0.12
C17 4.63 -6.55 4.73
C18 3.94 -1.96 -3.12
C19 8.41 -6.99 -1.09
C20 -1.78 0.17 -2.31
C21 -2.38 -2.27 -2.20
C22 0.65 1.10 -0.22
C23 -5.26 3.54 7.86
C24 4.23 -0.47 -3.06
H1 -8.60 1.27 -7.20
H2 2.96 1.21 -3.53
H3 2.82 0.09 -0.74
H4 3.67 -7.36 0.77
H5 -2.26 5.38 -1.02
H6 3.95 -7.38 4.57
H7 2.10 -0.29 -3.03
H8 -1.40 0.71 0.28
H9 -1.11 2.43 0.10
H10 0.82 -4.78 8.40
H11 8.78 -7.86 -1.63
H12 8.42 -7.16 -0.02
H13 -4.20 -2.23 -1.55
H14 3.74 -1.85 -0.93
H15 -7.93 2.81 -7.82
H16 4.69 -0.19 -4.01
H17 -4.40 1.16 -9.76
H18 -0.58 -1.45 -1.53
H19 0.44 -4.14 6.77
H20 2.00 6.21 5.56
H21 4.98 -0.26 -2.30
H22 -3.13 6.79 3.92
H23 -2.12 3.31 -4.03
H24 -2.79 6.19 5.57
H25 -5.12 4.25 8.66
H26 1.80 2.78 -1.02
H27 3.13 -2.14 -3.82
H28 8.96 -6.10 -1.36
H29 -2.50 7.05 -0.41
H30 -6.83 1.46 -7.37
H31 -4.66 3.80 7.00
H32 -2.63 1.37 -9.96
H33 -2.87 7.95 5.25
H34 3.70 1.57 -1.18
H35 0.75 0.02 -0.23
H36 -6.31 3.45 7.60
H37 1.88 7.96 5.24
H38 -3.78 5.82 -0.17
H39 4.70 -6.52 -0.43
H40 4.71 -6.32 5.78
H41 4.08 -3.45 -1.52
H42 -2.01 -1.03 -0.54
H43 0.06 -5.84 7.18
H44 4.34 -5.68 4.15
H45 -2.57 -0.76 -4.07
H46 -2.76 1.43 -5.23
H47 1.61 6.79 3.91
H48 0.99 1.44 0.75
H49 2.92 -6.41 -0.55
H50 2.46 -2.77 -1.75
H51 -3.30 -0.23 -9.51
H52 1.08 1.77 -2.27
H53 4.83 -2.50 -3.45

LUMO energy: -4.4947 eV
E: -88638.7893 eV
Net charge: +1
Energy above the lowest of the compared OMol25 structures with the same formula, charge and spin: 0.00 kJ/mol
Frontier orbital gap: 7.4 eV